ORCA calculation (wB97M-V/def2-TZVPD) on C6H7FO in the gas phase.

Each line ends with the Mulliken charge.
Geometry (Å):
O (1.66491, -1.06136, -0.89866)  -0.5441
C (1.28532, -0.59713, 0.41970)  0.0287
C (-0.10745, -1.02317, 0.59221)  -0.5685
C (-1.14208, -0.23132, 0.13610)  0.5798
F (-2.40686, -0.70348, -0.15549)  -0.2949
C (-1.06813, 1.13798, -0.17178)  -0.3812
C (0.18174, 1.71644, -0.19753)  -0.5400
C (1.25610, 1.03146, 0.44639)  -0.5242
H (2.60841, -1.19578, -0.94038)  0.3317
H (2.05168, -0.84429, 1.12976)  0.4187
H (-0.49241, -2.08011, 1.03159)  0.2073
H (-2.07439, 1.34775, -0.64954)  0.3086
H (0.22370, 2.65030, -0.67122)  0.4123
H (2.10479, 1.39570, -0.18697)  0.2417
H (1.48757, 1.34317, 1.52492)  0.3239

The calculation puts the maximum force at 5.5 eV/A. For the relative energy (zero: lowest compared OMol25 entry of this formula, charge and spin), the calculation gives 220.0 kJ/mol. The calculated total energy is -407.834826 Eh. The value obtained for the HOMO-LUMO gap is 8.8 eV. As for the charge: 0. Its SMILES is O[C@@H]1C=C(F)C=CC1. The value obtained for the molecular weight is 114.1 g mol⁻¹.

---

ORCA calculation (wB97M-V/def2-TZVPD) on a molecular structure, C20H54AlF6N11O10P3S2.

Each line ends with the Mulliken charge.
Geometry (Å):
Al (-0.98549, 0.65165, -0.72683)  0.5671
N (-1.09243, -2.28471, -2.13315)  0.6331
O (-0.85712, -1.15681, -1.67785)  0.2492
O (-2.18597, -2.82481, -2.03527)  -0.7723
O (-0.25068, -2.81947, -2.75685)  -0.6297
C (-2.82733, 1.82539, -4.15083)  0.7579
F (-2.24317, 1.91967, -5.32441)  -0.1582
F (-2.44113, 2.86996, -3.42874)  -0.1969
F (-4.18777, 1.88858, -4.31233)  -0.2025
S (-2.28065, 0.17296, -3.35973)  0.9265
O (-2.96182, -0.87701, -4.11879)  -0.7154
O (-0.85794, 0.12548, -3.37391)  -1.3961
N (-2.79684, 0.35029, -1.65534)  0.0825
S (-4.21172, -0.33368, -1.58441)  1.0108
O (-5.24227, 0.09280, -2.49420)  -0.6314
O (-4.06560, -1.78838, -1.50493)  -0.5645
C (-4.65755, 0.36614, 0.23207)  0.3694
F (-3.53984, 0.43836, 1.01441)  -0.1980
F (-5.13292, 1.64610, 0.06015)  -0.2721
F (-5.60749, -0.37289, 0.78679)  -0.1874
O (0.16393, -0.01400, 0.53934)  -1.0969
P (1.16841, -0.90348, 1.16128)  0.2522
N (0.88957, -1.41162, 2.72465)  1.1443
C (-0.48346, -1.50066, 3.19018)  -0.6092
C (1.83963, -2.15862, 3.58201)  -1.2002
N (2.70482, -0.27783, 1.16992)  0.6235
C (3.30568, -0.02952, -0.15671)  -1.6057
C (3.10888, 0.69653, 2.22276)  -0.8724
N (1.37757, -2.42834, 0.39054)  1.1483
C (0.30596, -3.00699, -0.46564)  -0.9598
C (2.46202, -3.39542, 0.65395)  -1.5579
H (-0.77319, -2.50982, 3.48303)  0.5698
H (-1.15829, -1.29002, 2.36052)  -0.8427
H (-0.70192, -0.85774, 4.04283)  0.1088
H (1.67305, -3.21914, 3.39320)  0.3198
H (1.61733, -1.91933, 4.62193)  0.4431
H (2.87708, -1.84496, 3.46617)  0.2812
H (2.70507, 0.74395, -0.63538)  0.9201
H (4.37754, 0.06619, 0.01664)  0.6753
H (3.21108, -0.90403, -0.80043)  0.0735
H (4.08560, 0.42587, 2.62383)  0.3340
H (3.10755, 1.71686, 1.83936)  0.3402
H (2.44536, 0.79380, 3.08208)  0.4527
H (-0.31938, -3.72585, 0.06376)  0.4468
H (-0.24687, -2.18468, -0.91986)  -0.6603
H (0.70357, -3.46577, -1.37091)  0.5768
H (3.35187, -2.88666, 1.02465)  0.3666
H (2.67697, -4.08123, -0.16555)  0.6756
H (2.21305, -4.03735, 1.49895)  0.2810
O (-1.77786, 1.05664, 0.88273)  0.3722
P (-1.97827, 1.29420, 2.35365)  -0.1187
N (-0.66731, 0.75120, 3.31860)  0.5583
C (0.69204, 0.97775, 2.86275)  -1.3617
C (-0.82816, 0.66201, 4.82044)  -1.6003
N (-3.37728, 0.59921, 3.00590)  0.1352
C (-3.48693, -0.86398, 2.97290)  -0.3839
C (-4.64417, 1.35503, 2.70037)  -0.8977
N (-1.93307, 2.93152, 2.81661)  0.3783
C (-1.17640, 3.97725, 2.10315)  -0.9276
C (-2.28393, 3.39933, 4.15648)  -1.5724
H (0.78046, 0.60040, 1.84397)  -0.2066
H (1.45075, 0.50153, 3.48379)  0.6799
H (0.81146, 2.06053, 2.90028)  0.4049
H (-1.85038, 0.31211, 4.96451)  0.4086
H (-0.75167, 1.64168, 5.29213)  0.2550
H (-0.07610, -0.03842, 5.18358)  0.5873
H (-2.50461, -1.28850, 2.76567)  0.5969
H (-3.80273, -1.25028, 3.94199)  0.4273
H (-4.13590, -1.18115, 2.15660)  0.3556
H (-4.64264, 2.40840, 2.98060)  0.2625
H (-4.91500, 1.25861, 1.64896)  0.2132
H (-5.50438, 0.99979, 3.26777)  0.4550
H (-1.58465, 4.94040, 2.40940)  0.4443
H (-0.09395, 3.96958, 2.23093)  0.2563
H (-1.34206, 3.84811, 1.03358)  0.2279
H (-2.98911, 4.21694, 4.00705)  0.4713
H (-1.43964, 3.81574, 4.70592)  0.3531
H (-2.80922, 2.62214, 4.71159)  0.4747
O (0.57241, 0.27425, -1.57334)  1.0021
P (1.66312, 0.17194, -2.58835)  -0.1863
N (2.56994, -1.23953, -2.45641)  0.6663
C (3.78615, -1.48826, -3.20810)  -1.3688
C (1.81511, -2.42749, -1.91720)  -1.4389
N (2.79947, 1.41746, -2.51263)  0.3693
C (2.47288, 2.80446, -3.01431)  -0.9857
C (3.79555, 1.49626, -1.44117)  -1.1053
N (1.16683, 0.01106, -4.23075)  0.7796
C (0.23013, -1.10238, -4.50160)  -1.5241
C (2.14783, 0.26019, -5.31489)  -1.2102
H (4.12582, -0.60855, -3.75476)  0.3459
H (3.54146, -2.25655, -3.94155)  0.3714
H (4.50175, -1.90447, -2.49903)  0.3485
H (1.25034, -2.92342, -2.70664)  0.7960
H (1.07768, -2.00152, -1.23687)  -1.6811
H (2.50830, -3.02108, -1.32118)  1.2987
H (3.39210, 3.36901, -3.17053)  0.3143
H (1.95992, 2.72607, -3.97286)  0.3778
H (1.92157, 3.36438, -2.25890)  0.2095
H (3.42584, 1.87889, -0.48985)  0.3411
H (4.13373, 0.49275, -1.18288)  -0.0904
H (4.66485, 2.04312, -1.80632)  0.5084
H (0.72322, -2.03335, -4.78137)  0.2900
H (-0.45276, -1.24353, -3.66384)  0.5578
H (-0.48034, -0.80799, -5.27405)  0.5214
H (2.65873, -0.68248, -5.51095)  0.3310
H (2.89893, 0.99165, -5.01672)  0.3748
H (1.72739, 0.58157, -6.26781)  0.2373

The calculation puts the maximum force at 10.2 eV/A. The calculated total energy is -4809.974498 Eh. The value obtained for the HOMO-LUMO gap is 6.3 eV. As for the charge: +1. The value obtained for the molecular weight is 906.7 g mol⁻¹.